Entry 1:
A structure of composition C50H44AsBN10O7PRbS3 in a non-equilibrium geometry. Source: OMol25; level of theory: the ωB97M-V functional and the def2-TZVPD basis.

The geometry in XYZ format:
```
118
Properties=species:S:1:pos:R:3
Rb 1.1051 0.7527 1.0590
As 1.4196 1.4433 4.6206
S -1.9167 0.4400 3.8162
S 2.6502 5.0998 5.4735
S -2.4414 2.2162 -4.9367
P -0.8201 -3.2050 -2.7206
O 2.7693 1.6335 5.8699
O 2.0548 0.2245 3.6820
O -2.2828 1.8432 3.6635
O -4.1379 2.2234 -1.1957
O 1.1297 2.8581 3.9076
O -3.0744 -0.4397 3.7213
O -0.8533 0.0546 2.9282
N 1.0858 2.6851 -1.1994
N 3.6910 -0.5366 -2.5742
N 3.0602 -2.4451 -1.0492
N -3.1301 2.4187 0.8292
N 2.4446 -1.8940 0.0440
N -3.6885 0.3442 -0.0950
N 3.7971 0.0948 -3.7599
N -1.7608 -3.7106 0.0141
N 1.8755 3.9997 1.1553
N -0.4725 -4.6258 -1.7205
C -0.6238 2.1510 -2.7855
C -4.8518 -2.6573 -2.8130
C 2.9637 -2.5172 1.1071
C 4.1787 0.2441 -1.5783
C -1.7268 -0.4922 7.6258
C -1.2310 0.3558 5.5042
C 0.2856 -4.8568 0.5267
C 4.7869 1.3477 -2.1204
C 1.5092 -4.2266 -6.6077
C -0.9743 3.9302 -1.1144
C -1.4138 -0.0157 -5.7262
C 0.2079 -3.7088 -6.6809
C 0.0975 0.6129 5.8374
C 0.2227 -4.5038 1.8483
C -0.8903 -3.7676 2.2700
C 3.9116 -3.4980 0.6604
C -1.4078 3.1555 -2.2160
C 1.4153 5.5539 2.9704
C 0.0123 -3.7389 -4.2832
C -0.3632 -0.5062 7.9676
C 0.3064 3.6217 -0.6005
C 4.4932 1.2160 -3.5230
C 0.6715 2.0175 -2.2351
C 2.3291 7.5109 6.0446
C 1.8358 6.0221 4.2687
C -1.9068 -3.5012 1.3321
C -3.4374 -2.4254 -2.9328
C 2.8847 6.3799 6.5490
C -4.4405 -5.0019 -3.1638
C -2.5926 -3.4806 -3.1221
C 2.1813 4.5484 2.3178
C 1.7696 7.3135 4.7643
C -0.5275 -3.4789 -5.5571
C -3.0578 -4.8063 -3.2805
C -0.6603 -4.3492 -0.3604
C -0.6951 0.3156 -4.4962
C 0.7272 4.3185 0.6138
C -0.1943 5.2017 1.1952
C -2.3072 0.9270 -6.1210
C -3.6929 1.6967 -0.1877
C 1.3016 -4.3287 -4.2229
C -5.3126 -3.9505 -2.9745
C 2.0377 -4.5183 -5.3453
C -2.1733 -0.1002 6.3814
C -1.4835 5.5078 0.6133
C 0.5030 0.1235 7.0429
C -1.0785 1.5295 -4.0300
C 0.2229 5.8702 2.3593
C 3.9695 -3.3862 -0.6927
C -1.8238 4.9230 -0.5587
B 2.9495 -1.9457 -2.4625
H -3.0145 -0.0196 0.6105
H 1.7128 -4.4789 -3.2164
H -3.1497 -0.2140 6.0437
H 3.0240 -5.0235 -5.2619
H -2.9152 1.9625 1.6923
H -3.8717 -0.0990 -1.0054
H 1.1292 -5.4491 0.2140
H -6.2928 -4.2453 -2.8931
H -0.1927 -3.3839 -7.6412
H -2.0921 6.2717 1.1112
H 0.1711 -5.3076 -1.9829
H -2.8259 5.0119 -0.9480
H 2.6112 -2.3771 2.1364
H 0.9519 -4.7463 2.5538
H -3.0628 -1.4395 -2.7250
H -0.4732 6.5635 2.8834
H -2.3205 -5.6366 -3.2413
H -0.0112 -0.3402 -3.9720
H 1.9788 -4.4729 -7.5768
H -3.1978 3.4569 0.7682
H 5.3385 2.1990 -1.6877
H -2.4080 3.3472 -2.5438
H 3.2920 6.1012 7.5398
H -2.9862 0.9588 -6.9952
H -2.4479 -0.8781 8.3414
H 1.4573 8.1142 4.0600
H 3.1997 4.3443 2.7399
H -1.2160 -0.8707 -6.2909
H -4.9504 -5.9550 -3.1913
H 4.1410 -0.1871 -0.6337
H 3.4898 1.2234 5.4010
H -0.8849 -3.2677 3.2291
H 0.0019 -0.9782 8.8680
H 1.7951 -1.7467 -2.7601
H 1.4549 1.3972 -2.7202
H 3.5101 -2.6547 -3.2780
H 4.6233 1.8632 -4.3841
H -5.5412 -1.8410 -2.5528
H 1.5221 0.2519 7.2771
H 4.6434 -3.8512 -1.3497
H 4.3836 -4.2135 1.3424
H -1.5334 -3.0465 -5.6467
H 2.3351 8.5235 6.4713
H -2.7905 -2.9742 1.6740
```

Values from the calculation:
HOMO level: -3.68 eV
charge: -2
HOMO-LUMO gap: 7.32 eV
lowest unoccupied orbital energy: 3.6433 eV

---

Entry 2:
A structure of composition C50H45CuGeN2O2S in a non-equilibrium geometry. Source: OMol25; level of theory: the ωB97M-V functional and the def2-TZVPD basis.

The geometry in XYZ format:
```
102
Properties=species:S:1:pos:R:3
Ge -2.6596 2.4749 -1.1651
Cu 0.4332 2.6565 -0.6032
S -1.3710 2.9653 3.4175
O 1.3944 -0.0738 -1.1218
O 2.1265 2.0595 -1.2477
N -0.4418 1.6970 1.3626
N 3.1318 -1.9921 -1.3924
C 1.3053 -3.0510 4.2337
C -4.0964 3.8494 -0.9453
C 2.2818 0.7808 -1.2941
C -4.5493 -0.1646 1.4480
C -0.8212 3.9564 0.8236
C -5.2938 3.8023 -1.6479
C -4.0201 -1.3960 1.0728
C 3.4438 -3.1827 -0.6776
C 4.0786 -0.9883 -1.2548
C -0.5329 0.6510 -4.2637
C 0.1696 -3.4363 1.9785
C -3.0202 -1.4761 0.1094
C 3.8905 -5.5341 0.7599
C -1.1072 4.8287 -1.4193
C -2.5018 1.5659 -5.2929
C -0.9192 -0.8803 4.6023
C -3.0722 0.9483 -0.0867
C -5.9303 5.7942 -0.5703
C -0.5689 5.2878 1.2609
C -4.7764 5.8316 0.1888
C -0.9557 1.1271 -3.0602
C -1.2309 3.7327 -0.4955
C 3.6556 -4.3663 1.4628
C -0.4811 6.2907 0.3749
C -0.6813 6.0409 -0.9883
C 6.0279 0.9975 -1.3197
C -2.5329 -0.2869 -0.4768
C 4.1252 -4.2790 -2.8166
C -2.8750 2.1305 -4.0748
C 3.8488 -4.3233 -1.3799
C -4.0182 1.0038 0.9636
C 3.7188 0.3795 -1.3767
C -0.5965 0.7543 2.3691
C -0.2447 -0.6117 2.3094
C -2.1184 1.8854 -2.9346
C 4.3538 -6.8307 -1.3187
C 6.3770 -0.3232 -1.1333
C -1.3332 0.4499 4.6558
C 3.3697 -3.1821 0.7182
C 4.7097 1.3215 -1.4188
C -1.1787 -3.7079 4.0753
C -3.8604 4.8382 0.0057
C -1.3488 0.8271 -5.3778
C -1.1168 1.2505 3.5829
C 5.4264 -1.3283 -1.1401
C 4.0218 -5.5399 -0.6294
C 0.0083 -2.9160 3.4146
C -0.4040 -1.4398 3.4088
C -0.8282 2.8342 1.7814
C -6.1691 4.8084 -1.4501
H 0.2844 -4.5446 1.9024
H 4.4121 2.3611 -1.4159
H 3.5897 -5.0983 -3.3287
H 2.0151 -2.3494 3.8423
H -0.0986 7.2671 0.6709
H -1.1282 -1.5253 5.4560
H 7.4243 -0.5936 -1.0291
H 1.6856 -4.0686 4.1809
H -2.1110 -3.4962 3.5701
H 5.7989 -2.3848 -1.0720
H -2.9165 4.8276 0.5400
H -1.7766 0.8146 5.5887
H -1.5015 4.6681 -2.4085
H -2.5623 -2.3706 -0.2350
H -0.6122 6.8956 -1.6173
H 3.6701 -4.3632 2.5551
H 2.1744 -1.6722 -1.1876
H -1.0573 -4.8155 4.0195
H -7.1233 4.8137 -2.0267
H -3.0167 1.7770 -6.2164
H -4.4092 1.9766 1.2452
H -5.2506 -0.2005 2.2938
H 5.2684 -6.7475 -1.9004
H 0.1734 -1.0365 1.4220
H 1.1709 -2.8339 5.2838
H -4.6080 6.6609 0.9020
H 0.4629 0.2086 -4.3493
H -6.6889 6.5749 -0.4819
H -3.7781 2.7146 -4.0385
H 3.1187 -2.2526 1.2896
H 3.7986 -3.3361 -3.2641
H 6.7971 1.7924 -1.3599
H 4.0405 -6.4649 1.3165
H -1.2897 -3.5008 5.1175
H -0.3165 0.9332 -2.2194
H -1.8580 -0.2438 -1.3358
H -4.5340 -2.2362 1.5301
H 5.1677 -4.4454 -3.0618
H 3.5688 -7.1097 -1.9781
H 0.9853 -3.0523 1.4583
H -5.5895 2.9850 -2.3207
H -0.6678 -3.2444 1.3484
H 4.4686 -7.6430 -0.6169
H -1.0239 0.4651 -6.4105
H -0.3990 5.3827 2.3353
```

Values from the calculation:
HOMO level: -7.42 eV
charge: 0
HOMO-LUMO gap: 7.12 eV
lowest unoccupied orbital energy: -0.3060 eV